1.
The following is a DFT calculation (ωB97M-V/def2-TZVPD) of a 2-piece molecular cluster, C3H10NOSi overall in a non-equilibrium geometry.

```
16
Properties=species:S:1:pos:R:3:lowdin_charge:R:1
C -3.27 0.45 0.30 -0.167
C 2.25 -0.48 -1.37 -0.225
C 1.54 -0.34 1.55 -0.221
N -4.49 0.51 0.07 -0.032
O -0.37 -0.01 -0.76 -0.453
Si 1.00 0.23 -0.19 0.094
H -2.99 0.49 1.38 0.064
H -4.74 0.41 -0.94 0.033
H -2.44 0.30 -0.35 0.007
H 2.46 0.26 -2.18 0.025
H 3.11 -0.79 -0.94 -0.045
H 1.78 -1.33 -1.80 0.000
H 0.73 -0.90 2.00 0.006
H 2.36 -0.96 1.24 -0.018
H 1.84 0.50 2.12 -0.022
H 1.24 1.67 -0.13 -0.047
```

Computed properties:
Net charge: -1
Frontier orbital gap, eV: 8.300
Molecular weight, g mol⁻¹: 104.205
2S+1: 1
E, eV: -14689.23453

2.
The following is a DFT calculation (ωB97M-V/def2-TZVPD) of C31H23Cl2F2N3O3Pd as an isolated structure in a non-equilibrium geometry.

```
65
Properties=species:S:1:pos:R:3:lowdin_charge:R:1
Pd 1.43 -0.72 -1.29 0.896
F -0.04 4.34 -2.92 0.071
C 0.60 3.20 -3.21 -0.263
C 0.65 2.17 -2.28 -0.021
C 1.28 0.98 -2.60 -0.088
C 1.90 0.81 -3.86 -0.128
C 1.83 1.88 -4.76 -0.210
F 2.41 1.81 -5.98 0.058
C 1.18 3.06 -4.46 0.061
C 2.57 -0.47 -4.12 -0.201
C 2.99 -0.90 -5.38 0.002
C 3.61 -2.13 -5.52 -0.048
C 3.78 -2.93 -4.40 -0.054
C 3.34 -2.44 -3.18 -0.114
N 2.78 -1.25 -3.04 0.036
H 0.20 2.31 -1.30 0.114
H 1.13 3.86 -5.19 0.131
H 2.83 -0.28 -6.25 0.107
H 3.94 -2.46 -6.50 0.111
H 4.25 -3.90 -4.47 0.105
H 3.47 -3.02 -2.27 0.114
O 1.60 -2.85 -0.04 -0.143
C 0.54 -3.73 -0.25 -0.200
C -0.54 -3.22 -1.19 -0.237
C -1.70 -3.95 -1.40 -0.017
C -2.63 -3.50 -2.32 -0.057
C -2.37 -2.32 -3.00 -0.056
C -1.20 -1.64 -2.72 -0.116
N -0.30 -2.09 -1.85 0.033
H 1.36 -2.28 0.78 0.033
H 0.08 -4.02 0.70 0.136
H 0.96 -4.64 -0.70 0.131
H -1.87 -4.87 -0.84 0.116
H -3.53 -4.06 -2.52 0.108
H -3.07 -1.92 -3.72 0.103
H -0.94 -0.71 -3.22 0.104
Cl -1.35 -0.74 6.48 0.712
C -2.62 -0.10 5.49 -0.580
C -3.93 -0.25 5.90 -0.114
C -4.95 0.27 5.12 -0.089
C -4.65 0.89 3.92 -0.109
C -3.33 1.03 3.51 -0.582
Cl -3.00 1.72 1.97 0.765
C -2.27 0.58 4.31 -0.303
N -0.95 0.76 3.96 0.075
C -0.39 1.97 3.59 -0.232
C -1.08 3.16 3.81 -0.075
C -0.57 4.37 3.36 -0.091
C 0.65 4.39 2.70 -0.096
C 1.37 3.22 2.54 -0.038
C 0.89 2.01 3.01 -0.168
C 1.70 0.76 2.87 -0.048
C 1.18 -0.14 1.73 -0.633
O 0.98 -1.35 1.98 -0.008
O 1.01 0.41 0.62 -0.080
H -4.15 -0.75 6.83 0.103
H -5.97 0.19 5.44 0.104
H -5.44 1.27 3.29 0.102
H -0.31 0.03 4.27 0.102
H -2.02 3.14 4.33 0.108
H -1.12 5.28 3.54 0.102
H 1.02 5.32 2.29 0.096
H 2.32 3.25 2.03 0.113
H 1.72 0.16 3.78 0.117
H 2.73 1.01 2.60 0.126
```

Computed properties:
Net charge: 0
Frontier orbital gap (spin up / spin down), eV: 6.931 / 6.929
Molecular weight, g mol⁻¹: 700.865
2S+1: 1
E, eV: -77093.22051

3.
The following is a DFT calculation (ωB97M-V/def2-TZVPD) of a 10-piece molecular cluster, C42H71NO37S9 overall in a non-equilibrium geometry.

```
160
Properties=species:S:1:pos:R:3:lowdin_charge:R:1
C 4.64 -0.97 5.33 -0.118
C 4.92 -0.88 3.77 -0.235
C 4.67 -2.22 2.97 -0.177
C 3.18 -2.46 2.48 -0.246
C 2.28 -2.63 3.75 -0.063
C 2.64 -1.35 1.43 -0.371
C 1.72 -2.18 0.41 -0.153
C 0.40 -2.78 1.05 -0.081
C 3.87 -0.79 0.61 -0.179
N 3.57 -0.07 -0.63 0.020
O 1.92 -0.39 2.22 -0.095
C 1.13 0.54 1.48 -0.269
C -0.42 0.45 1.87 -0.109
C -0.65 0.55 3.45 -0.126
C -1.82 -0.46 3.80 -0.214
C -1.47 -1.78 4.34 -0.033
C -2.56 -2.74 4.62 -0.050
C -3.94 -2.32 4.37 -0.069
C -4.28 -0.99 3.82 -0.066
C -3.20 -0.03 3.54 -0.049
C 1.55 2.02 1.87 -0.134
C 0.98 3.19 1.12 -0.016
C 1.36 4.59 1.49 -0.059
C 2.35 4.90 2.57 -0.095
C 2.92 3.78 3.29 -0.075
C 2.48 2.36 2.93 -0.021
H 5.30 -0.24 5.90 0.073
H 4.68 -2.00 5.76 0.071
H 3.59 -0.58 5.49 0.060
H 6.04 -0.67 3.68 0.107
H 4.41 0.01 3.31 0.070
H 5.45 -2.33 2.15 0.111
H 4.90 -3.06 3.69 0.099
H 3.17 -3.45 1.93 0.125
H 2.15 -1.69 4.36 0.072
H 1.28 -3.10 3.57 0.060
H 2.83 -3.35 4.44 0.082
H 2.37 -3.00 0.00 0.127
H 1.39 -1.55 -0.47 0.097
H 0.60 -3.86 1.32 0.082
H 0.11 -2.27 2.00 0.046
H -0.40 -2.75 0.26 0.080
H 4.57 -0.13 1.21 0.116
H 4.49 -1.69 0.32 0.135
H 3.14 0.84 -0.49 0.039
H 3.10 -0.63 -1.35 0.027
H 1.23 0.49 0.37 0.135
H -0.94 -0.43 1.40 0.102
H -0.94 1.37 1.45 0.104
H -0.96 1.61 3.70 0.119
H 0.27 0.24 4.02 0.107
H -0.41 -2.06 4.54 0.083
H -2.32 -3.75 5.01 0.096
H -4.78 -3.05 4.57 0.050
H -5.34 -0.68 3.60 0.095
H -3.37 0.99 3.11 0.101
H 0.23 3.08 0.30 0.097
H 0.92 5.48 0.97 0.097
H 2.67 5.93 2.85 0.097
H 3.67 3.89 4.12 0.099
H 2.92 1.54 3.55 0.088
C 4.87 -6.76 5.07 -0.167
C 4.90 -8.07 4.30 -0.170
O 3.88 -7.93 3.30 -0.185
S 3.79 -6.38 2.86 0.611
O 4.54 -6.20 1.67 -0.215
O 2.43 -5.96 2.98 -0.219
O 4.63 -5.75 4.09 -0.206
H 4.04 -6.74 5.79 0.135
H 5.81 -6.57 5.59 0.137
H 4.70 -8.93 4.93 0.136
H 5.86 -8.21 3.79 0.134
C 2.09 1.59 -5.52 -0.142
C 1.74 1.97 -4.10 -0.153
O 1.18 0.78 -3.53 -0.205
S 1.87 -0.51 -4.20 0.628
O 2.90 -0.96 -3.32 -0.225
O 0.84 -1.37 -4.69 -0.230
O 2.56 0.24 -5.45 -0.175
H 1.20 1.60 -6.16 0.130
H 2.85 2.24 -5.95 0.145
H 1.04 2.79 -4.04 0.100
H 2.65 2.22 -3.53 0.116
C -2.66 3.91 -3.55 -0.171
C -2.73 4.79 -2.31 -0.159
O -1.41 5.33 -2.18 -0.188
S -0.77 5.53 -3.65 0.629
O -0.95 6.88 -4.04 -0.200
O 0.49 4.87 -3.68 -0.222
O -1.82 4.62 -4.47 -0.196
H -2.18 2.95 -3.33 0.119
H -3.64 3.73 -3.99 0.139
H -3.00 4.23 -1.42 0.138
H -3.43 5.61 -2.45 0.136
C -7.77 -6.33 6.55 -0.165
C -6.87 -7.44 6.03 -0.171
O -6.11 -6.83 4.99 -0.177
S -5.86 -5.28 5.36 0.646
O -4.57 -5.16 5.95 -0.249
O -6.28 -4.48 4.25 -0.229
O -6.97 -5.15 6.53 -0.192
H -8.63 -6.18 5.89 0.133
H -8.13 -6.53 7.56 0.136
H -7.44 -8.29 5.65 0.135
H -6.18 -7.78 6.81 0.131
C 6.03 3.10 0.21 -0.151
C 4.52 3.18 0.18 -0.172
O 4.22 4.12 -0.86 -0.185
S 5.35 4.02 -2.00 0.626
O 4.86 3.18 -3.05 -0.233
O 5.87 5.32 -2.25 -0.217
O 6.44 3.17 -1.16 -0.182
H 6.47 3.96 0.74 0.134
H 6.39 2.18 0.67 0.135
H 4.10 3.51 1.13 0.091
H 4.08 2.23 -0.09 0.091
C -2.86 -0.13 -3.66 -0.158
C -2.80 -1.42 -4.46 -0.151
O -3.81 -1.28 -5.46 -0.176
S -3.95 0.27 -5.87 0.630
O -3.19 0.49 -7.06 -0.230
O -5.31 0.66 -5.75 -0.210
O -3.12 0.89 -4.63 -0.215
H -3.68 -0.15 -2.95 0.136
H -1.93 0.07 -3.13 0.132
H -2.97 -2.30 -3.85 0.143
H -1.83 -1.52 -4.97 0.122
C -2.90 3.50 -8.98 -0.154
C -1.84 3.17 -7.95 -0.167
O -0.60 3.32 -8.65 -0.185
S -0.75 4.49 -9.75 0.611
O -0.23 5.70 -9.20 -0.219
O -0.33 3.98 -11.01 -0.218
O -2.36 4.59 -9.74 -0.188
H -3.08 2.67 -9.66 0.139
H -3.84 3.80 -8.52 0.140
H -1.94 2.15 -7.57 0.100
H -1.85 3.88 -7.12 0.125
C -3.52 -5.38 11.14 -0.173
C -5.03 -5.30 11.15 -0.177
O -5.36 -4.37 10.12 -0.187
S -4.26 -4.48 8.93 0.662
O -4.78 -5.32 7.91 -0.266
O -3.76 -3.18 8.67 -0.196
O -3.15 -5.32 9.76 -0.183
H -3.07 -4.52 11.65 0.134
H -3.15 -6.30 11.59 0.134
H -5.43 -4.97 12.11 0.135
H -5.48 -6.27 10.89 0.130
C -0.90 8.27 -11.72 -0.166
C -0.83 6.99 -12.53 -0.166
O -1.85 7.13 -13.53 -0.184
S -1.98 8.69 -13.93 0.624
O -1.22 8.92 -15.11 -0.223
O -3.34 9.07 -13.80 -0.223
O -1.16 9.30 -12.68 -0.190
H -1.72 8.25 -11.01 0.135
H 0.03 8.47 -11.19 0.138
H -1.01 6.10 -11.92 0.092
H 0.13 6.89 -13.04 0.141
```

Computed properties:
Net charge: 0
SMILES string: CCC[C@@H](C)[C@](CC)(CN)O[C@@H](CCc1ccccc1)c1ccccc1.O=S1(=O)OCCO1.O=S1(=O)OCCO1.O=S1(=O)OCCO1.O=S1(=O)OCCO1.O=S1(=O)OCCO1.O=S1(=O)OCCO1.O=S1(=O)OCCO1.O=S1(=O)OCCO1.O=S1(=O)OCCO1
Frontier orbital gap, eV: 8.131
Molecular weight, g mol⁻¹: 1470.603
2S+1: 1
E, eV: -219457.09218

4.
The following is a DFT calculation (ωB97M-V/def2-TZVPD) of an isolated ion of composition C6H11N2O2 and charge +1 in a non-equilibrium geometry.

```
21
Properties=species:S:1:pos:R:3:lowdin_charge:R:1
C 2.62 0.94 0.28 -0.077
C 1.16 1.28 0.15 0.019
C 1.97 -1.36 -0.10 -0.134
C 0.79 -0.71 -0.89 -0.126
C -2.76 -0.93 0.51 -0.064
C -1.37 0.90 0.14 -0.276
N 2.96 -0.29 0.20 0.084
N 0.29 0.39 -0.12 0.058
O -1.39 2.14 -0.36 0.134
O -2.22 -0.04 -0.38 -0.050
H 3.36 1.73 0.22 0.121
H 0.97 2.15 0.79 0.154
H 1.91 -2.02 0.80 0.139
H 2.48 -2.09 -0.82 0.148
H 1.16 -0.48 -1.93 0.171
H 0.05 -1.48 -0.93 0.111
H -3.65 -1.55 0.13 0.144
H -3.24 -0.40 1.28 0.078
H -1.92 -1.48 0.97 0.109
H -1.32 1.00 1.17 0.151
H -1.88 2.31 -1.12 0.107
```

Computed properties:
Net charge: +1
SMILES string: CO[C@H](O)[N+]1=CC=NCC1
Frontier orbital gap, eV: 8.746
Molecular weight, g mol⁻¹: 143.166
2S+1: 1
E, eV: -13465.78670

5.
The following is a DFT calculation (ωB97M-V/def2-TZVPD) of the molecule C5H8O2 in a non-equilibrium geometry.

```
15
Properties=species:S:1:pos:R:3:lowdin_charge:R:1
C 0.61 0.51 0.41 -0.307
C -0.83 0.77 0.84 -0.110
C -1.60 -0.25 -0.04 -0.066
C 0.33 -1.05 0.11 -0.350
C 1.60 -0.51 0.40 -0.026
H 0.45 0.72 -1.38 0.033
H -1.13 1.77 0.93 0.090
H -0.74 0.58 1.95 0.132
H -2.48 0.31 -0.53 0.151
H -2.02 -0.90 0.61 0.071
H -0.14 -1.78 0.81 0.171
H 2.05 -0.89 1.25 0.111
H 2.27 -0.50 -0.41 0.126
O 0.62 1.38 -0.77 0.022
O -0.48 -0.89 -0.92 -0.049
```

Computed properties:
Net charge: 0
SMILES string: O[C@@]12CCO[C@H]1C2
Frontier orbital gap, eV: 9.024
Molecular weight, g mol⁻¹: 100.117
2S+1: 1
E, eV: -9403.35110

6.
The following is a DFT calculation (ωB97M-V/def2-TZVPD) of a 2-piece molecular cluster, C4H11NO3 overall in a non-equilibrium geometry.

```
19
Properties=species:S:1:pos:R:3:lowdin_charge:R:1
C 0.99 -1.97 0.93 -0.093
C 1.16 -0.72 0.05 -0.281
N 0.64 0.58 0.54 -0.060
C -0.72 0.57 1.09 -0.143
C -1.76 0.32 0.02 -0.492
O -3.01 0.73 0.39 0.067
O -1.59 -0.32 -0.98 0.141
H 1.55 -2.77 0.45 0.075
H -0.06 -2.20 1.05 0.061
H 1.33 -1.81 1.95 0.072
H 0.72 -0.96 -0.88 0.079
H 2.24 -0.53 0.00 0.110
H 1.22 0.80 1.34 0.102
H -0.90 -0.24 1.81 0.125
H -0.91 1.56 1.49 0.125
H -3.35 1.52 -0.05 0.122
H 1.25 1.18 -3.30 0.028
H 0.50 2.27 -2.51 0.024
O 0.72 1.97 -3.40 -0.061
```

Computed properties:
Net charge: 0
SMILES string: CCNCC(=O)O.O
Frontier orbital gap, eV: 10.076
Molecular weight, g mol⁻¹: 121.136
2S+1: 1
E, eV: -11958.44796

7.
The following is a DFT calculation (ωB97M-V/def2-TZVPD) of C18H37ClCsN7O7S as an isolated structure in a non-equilibrium geometry.

```
72
Properties=species:S:1:pos:R:3:lowdin_charge:R:1
C 0.28 -1.45 -1.79 -0.054
C -0.92 -1.92 -2.63 -0.391
C -0.69 -1.65 -4.11 -0.238
O 0.59 -2.15 -4.35 -0.139
C 0.99 -2.24 -5.70 -0.127
N 2.42 -2.09 -5.67 0.043
N 3.06 -1.11 -6.34 0.120
C 4.33 -1.24 -6.06 -0.123
N 4.58 -2.26 -5.25 0.153
C 3.38 -2.80 -5.03 -0.294
N 3.15 -3.90 -4.29 0.063
N 1.88 -4.41 -4.21 0.000
C 1.52 -5.13 -3.29 -0.940
S 0.44 -5.76 -2.31 0.462
H 0.80 -2.29 -1.33 0.084
H -0.07 -0.81 -0.99 0.039
H 0.99 -0.88 -2.38 0.084
H -1.83 -1.41 -2.30 0.097
H -0.97 -3.00 -2.49 -0.174
H -1.45 -2.17 -4.71 0.111
H -0.79 -0.58 -4.30 0.141
H 0.58 -1.39 -6.26 0.117
H 0.70 -3.15 -6.20 0.138
H 2.52 -0.41 -6.94 0.082
H 5.06 -0.58 -6.48 0.134
H 3.90 -4.37 -3.78 0.068
Cl 3.30 -5.43 -1.76 -0.063
Cs -2.66 -4.19 -2.55 1.125
C 1.07 0.02 2.69 -0.034
C 0.09 -0.41 1.59 -0.772
O -0.21 -1.64 1.52 -0.092
O -0.36 0.50 0.86 -0.083
H 1.38 -0.84 3.29 0.070
H 1.96 0.50 2.29 0.075
H 0.57 0.74 3.33 0.027
C -3.08 0.14 2.49 0.036
C -2.28 -0.19 3.70 -0.399
O -1.45 0.45 4.23 0.179
N -2.46 -1.62 4.28 0.098
C -3.54 -1.66 5.33 0.015
H -2.91 1.19 2.26 0.102
H -2.73 -0.47 1.66 0.099
H -4.14 -0.02 2.67 0.094
H -2.66 -2.28 3.53 0.177
H -1.56 -1.81 4.71 0.185
H -4.47 -1.35 4.88 0.100
H -3.62 -2.68 5.69 0.103
H -3.24 -0.99 6.13 0.108
C -1.47 3.74 0.65 -0.026
C -2.24 4.00 -0.62 -0.507
O -3.37 4.45 -0.60 0.050
C -1.55 3.66 -1.91 -0.018
H -2.07 4.03 1.50 0.075
H -1.22 2.68 0.71 0.055
H -0.55 4.33 0.65 0.087
H -1.29 2.59 -1.92 0.083
H -0.63 4.24 -2.01 0.087
H -2.20 3.88 -2.75 0.079
O 1.33 0.04 -7.92 -0.482
H 1.23 -0.62 -8.62 -0.108
C 1.82 3.47 4.50 -0.340
O 2.27 2.39 4.16 0.024
N 1.12 3.68 5.63 -0.199
C 0.60 4.98 5.99 -0.064
C 0.90 2.55 6.52 -0.042
H 1.94 4.38 3.89 0.135
H 1.02 5.32 6.94 0.088
H -0.49 4.94 6.08 0.086
H 0.85 5.70 5.22 0.082
H 1.85 2.14 6.85 0.094
H 0.36 1.76 6.00 0.075
H 0.33 2.88 7.39 0.084
```

Computed properties:
Net charge: 0
Frontier orbital gap, eV: 5.702
Molecular weight, g mol⁻¹: 663.961
2S+1: 1
E, eV: -67928.55874

8.
The following is a DFT calculation (ωB97M-V/def2-TZVPD) of a 2-piece molecular cluster, C19H26N2O4 overall in a non-equilibrium geometry.

```
51
Properties=species:S:1:pos:R:3:lowdin_charge:R:1
C -2.10 1.27 3.02 -0.142
C -1.02 1.06 1.77 -0.259
C 0.22 2.11 2.07 -0.133
C 1.64 1.57 1.44 -0.228
O 2.85 2.42 1.51 -0.014
C 3.83 1.90 0.52 -0.226
O 5.10 2.26 0.28 0.025
O 3.14 0.86 -0.26 -0.028
C 1.68 0.81 -0.01 -0.215
C 0.65 1.27 -1.21 -0.130
C 1.19 0.98 -2.73 -0.098
C 1.22 -0.60 -3.18 -0.276
O 1.31 -0.86 -4.50 -0.045
N 1.19 -1.80 -2.26 0.036
C 2.61 -1.96 -1.75 -0.149
C 2.76 -2.57 -0.20 -0.040
C 4.22 -2.77 0.56 -0.062
C 5.55 -2.33 -0.32 -0.078
C 5.43 -1.73 -1.86 -0.048
C 3.96 -1.53 -2.58 -0.010
H -2.48 2.40 2.91 0.094
H -3.02 0.55 2.79 0.066
H -1.64 1.05 4.07 0.080
H -1.61 1.34 0.78 0.092
H -0.70 -0.06 1.67 0.107
H 0.03 3.18 1.61 0.133
H 0.35 2.16 3.24 0.123
H 1.96 0.68 2.17 0.169
H 1.25 -0.27 0.27 0.130
H -0.45 0.83 -1.04 0.108
H 0.52 2.45 -1.12 0.135
H 0.44 1.53 -3.48 0.137
H 2.25 1.47 -2.96 0.144
H 0.49 -1.71 -1.49 0.107
H 1.81 -2.85 0.44 0.084
H 4.29 -3.18 1.67 0.088
H 6.61 -2.42 0.18 0.072
H 6.40 -1.38 -2.46 0.094
H 3.93 -1.08 -3.66 0.094
C -5.79 0.81 0.93 -0.117
C -6.25 -0.34 0.04 -0.274
C -5.39 -1.60 0.20 -0.187
C -3.95 -1.29 -0.16 -0.142
N -2.75 -1.03 -0.46 0.112
H -4.78 1.13 0.69 0.060
H -6.45 1.68 0.80 0.076
H -5.82 0.52 1.99 0.077
H -6.22 0.00 -1.01 0.114
H -7.29 -0.58 0.27 0.111
H -5.77 -2.39 -0.45 0.115
H -5.44 -1.96 1.24 0.117
```

Computed properties:
Net charge: 0
SMILES string: CCC[C@@H]1OC(=O)O[C@@H]1CCC(=O)Nc1ccccc1.CCCC#N
Frontier orbital gap, eV: 8.044
Molecular weight, g mol⁻¹: 346.427
2S+1: 1
E, eV: -31280.30424